Version a
The following is a quantum chemistry calculation of a molecular structure, CH6N2O2S, from OMol25.

```
12
Properties=species:S:1:pos:R:3:mulliken_charge:R:1
C -0.2880 0.3832 0.5143 -0.13
N 1.3926 0.9998 -0.2874 -0.63
N -1.3336 0.7496 -0.2378 -0.42
O 0.4048 -1.3706 -1.2315 -0.60
O -0.1849 -2.3280 1.0309 -0.55
S 0.7493 -1.0914 0.1564 0.65
H -0.1704 0.7449 1.4409 0.48
H 0.8078 1.5887 -0.8997 0.22
H 2.1674 1.4239 0.2738 0.19
H -0.2109 -2.9608 0.4220 0.28
H -1.5311 0.1525 -1.0475 0.25
H -1.8030 1.7082 -0.1346 0.26
```

Calculated values
Gap between HOMO and LUMO = 9.6 eV
LUMO energy = 0.02433 Ha
Total charge = 0


Version b
The following is a quantum chemistry calculation of 2 unconnected molecules or ions with the total composition CH6N2O2S, from OMol25.

```
12
Properties=species:S:1:pos:R:3:mulliken_charge:R:1
C 0.3068 0.8376 -1.0220 0.01
N 0.1627 0.0482 -0.0483 -0.48
N -0.0858 0.6777 -2.3086 -0.39
O -1.0384 -0.6965 4.4812 -0.45
O 0.8892 -0.7444 2.7558 -0.46
S 0.4692 -0.0790 4.1906 0.15
H 0.7940 1.7852 -0.8247 0.30
H -0.9714 -1.5463 4.9286 0.33
H -0.3026 -0.8282 -0.2837 0.10
H 0.5811 -0.2467 1.9750 0.47
H -0.5657 -0.1611 -2.5882 0.19
H 0.0482 1.3983 -2.9929 0.21
```

Calculated values
Gap between HOMO and LUMO = 9.0 eV
LUMO energy = 0.02819 Ha
Total charge = 0
SMILES string = [H]/N=C\N.OSO


Computed energies relative to the best structure, in kJ/mol: version a 249.1; version b 0.0


Version a
The following is a quantum chemistry calculation of a gas-phase ion, C5H9N2OS (charge +1), from OMol25.

```
18
Properties=species:S:1:pos:R:3:mulliken_charge:R:1
C -0.0715 1.4232 -0.3488 -0.73
C 1.0168 1.6909 0.2956 0.01
C 2.3792 -0.1547 -0.3675 -0.03
C 0.0443 -0.9596 -0.7193 0.22
C -2.0670 -1.0060 1.0710 -0.74
N 2.0844 0.8317 0.4561 -0.06
N 1.4522 -0.8526 -0.9944 -0.14
O -0.6147 -1.3992 -1.7630 -0.44
S -0.2790 -1.3250 0.9696 0.07
H -1.0151 2.0663 -0.5725 0.34
H 1.0934 2.6190 0.8591 0.38
H 3.3127 -0.5534 -0.6970 0.39
H -2.1877 0.0031 0.6124 0.22
H -2.3922 -1.1920 2.1758 0.35
H -2.4416 -1.8878 0.5271 0.31
H 2.9005 1.1089 0.9329 0.26
H 1.6787 -1.3442 -1.7742 0.23
H -1.1772 -2.1007 -1.5230 0.38
```

Calculated values
Gap between HOMO and LUMO (alpha / beta) = 7.5 / 7.5 eV
LUMO energy (alpha / beta) = -0.16292 / -0.16301 Ha
Total charge = +1


Version b
The following is a quantum chemistry calculation of a gas-phase ion, C5H9N2OS (charge +1), from OMol25.

```
18
Properties=species:S:1:pos:R:3:mulliken_charge:R:1
C -0.7657 1.0732 0.5839 0.30
C 1.4497 0.0909 -0.3521 -0.44
C -0.1813 -1.6119 -0.1334 -0.53
C 1.4932 1.5206 0.0741 -0.56
C -1.5874 -1.4553 0.5284 -0.73
N 0.7009 -0.7195 0.4509 -0.31
N 0.0462 1.9851 0.3318 -0.06
O -2.0844 0.4622 -1.2339 -0.49
S -2.2286 0.1683 0.1631 0.43
H 1.1008 0.0908 -1.3688 0.36
H 2.5493 -0.0281 -0.2461 0.37
H -0.0011 -2.7728 0.1131 0.38
H -0.4736 -1.3357 -1.1490 0.36
H 1.9241 1.4112 1.0226 0.35
H 1.9715 2.1641 -0.7039 0.39
H -2.2356 -2.2866 0.2528 0.47
H -1.4054 -1.6403 1.6438 0.39
H -0.2725 2.8837 0.0228 0.32
```

Calculated values
Gap between HOMO and LUMO (alpha / beta) = 8.2 / 8.2 eV
LUMO energy (alpha / beta) = -0.20210 / -0.19837 Ha
Total charge = +1


Computed energies relative to the best structure, in kJ/mol: version a 0.0; version b 236.7


Version a
The following is a quantum chemistry calculation of a gas-phase ion, C5H9BrN (charge +1), from OMol25.

```
16
Properties=species:S:1:pos:R:3:mulliken_charge:R:1
C -0.7061 -0.8304 1.2366 -0.34
C -0.4608 -0.2644 -0.1077 0.20
C -0.8181 1.0468 -0.4883 -0.40
C -1.0375 -2.1499 1.4025 -0.68
C 1.6425 0.9767 -1.3609 -0.94
N 0.6026 0.8919 -0.2830 -0.04
Br -1.5257 -2.6646 3.1540 -0.02
H -0.8288 -0.1963 2.0490 0.44
H -0.4633 -0.9805 -0.8947 0.38
H -1.0095 1.2325 -1.5247 0.33
H -1.4081 1.7285 0.2890 0.26
H -0.9964 -3.0009 0.6907 0.40
H 2.5780 0.9901 -0.8019 0.33
H 1.7344 0.1332 -2.0814 0.32
H 1.5794 1.9071 -1.8047 0.42
H 1.1173 1.1802 0.5254 0.33
```

Calculated values
Gap between HOMO and LUMO (alpha / beta) = 7.1 / 7.5 eV
2S+1 = 3
LUMO energy (alpha / beta) = -0.10738 / -0.24664 Ha
Total charge = +1


Version b
The following is a quantum chemistry calculation of a molecular structure, C5H9BrN, from OMol25.

```
16
Properties=species:S:1:pos:R:3:mulliken_charge:R:1
C -1.2692 -0.7027 1.2888 -0.38
C -0.4272 -1.7337 0.9942 -0.23
C -0.9337 0.5604 0.5033 -0.47
C 0.7182 -0.9543 -0.4961 -0.61
C 0.7813 1.3861 -1.1815 -0.97
N 0.5338 0.4135 -0.0894 -0.08
Br -0.1864 -3.4630 1.7225 0.02
H -1.9635 -0.7419 2.0215 0.62
H -1.5632 0.9040 -0.3507 0.34
H -1.1487 1.4000 1.1800 0.39
H 1.7944 -1.2532 -0.6276 0.39
H 0.0489 -1.2397 -1.3919 0.36
H 0.4368 0.8630 -2.0569 0.38
H 0.2315 2.3030 -1.1547 0.39
H 1.7785 1.5927 -1.1371 0.40
H 1.1685 0.6659 0.7754 0.44
```

Calculated values
Gap between HOMO and LUMO (alpha / beta) = 6.5 / 7.5 eV
2S+1 = 3
LUMO energy (alpha / beta) = -0.12414 / -0.24352 Ha
Total charge = +1


Computed energies relative to the best structure, in kJ/mol: version a 0.0; version b 132.1


Version a
The following is a quantum chemistry calculation of a single C3H5FN2 molecule, from OMol25.

```
11
Properties=species:S:1:pos:R:3:mulliken_charge:R:1
C -0.8441 -0.2194 -0.0284 0.57
C 0.5440 -0.7494 0.1716 -0.29
C 1.5082 0.1230 -0.1546 -0.16
H -1.7828 1.6421 0.0137 0.29
H 0.0163 1.4989 0.6089 0.22
H -1.8535 -1.8021 -0.2281 0.23
H 0.8254 -1.8758 0.2607 0.25
H 1.5795 1.2228 -0.3665 0.38
N -0.7888 1.2096 -0.0484 -0.53
N -1.9637 -0.8088 -0.1449 -0.70
F 2.7595 -0.2409 -0.0840 -0.25
```

Calculated values
Gap between HOMO and LUMO = 10.4 eV
LUMO energy = 0.03007 Ha
Total charge = 0
SMILES string = [H]/N=C(N)\C=C\F


Version b
The following is a quantum chemistry calculation of 2 unconnected molecules or ions with the total composition C3H5FN2, from OMol25.

```
11
Properties=species:S:1:pos:R:3:mulliken_charge:R:1
C -1.9961 0.3409 0.1419 0.75
C 1.7286 -0.6098 0.4434 -0.42
C -1.0050 0.9783 -0.3706 -1.09
N -3.0606 -0.2023 0.2661 -0.45
N 2.6163 0.1505 -0.0622 -0.22
F 3.0876 -0.3204 -1.1677 -0.11
H 1.3855 -0.4472 1.4129 0.37
H 1.4515 -1.3906 -0.1552 0.38
H -3.0897 -1.0568 0.8009 0.27
H -0.5816 0.6642 -1.3588 0.26
H -0.5366 1.8932 0.0492 0.26
```

Calculated values
Gap between HOMO and LUMO = 10.0 eV
LUMO energy = 0.02611 Ha
Total charge = 0
SMILES string = C=C=N.C=NF


Computed energies relative to the best structure, in kJ/mol: version a 0.0; version b 282.1


Version a
The following is a quantum chemistry calculation of a molecular structure, C6H10OS, from OMol25.

```
18
Properties=species:S:1:pos:R:3:mulliken_charge:R:1
C -0.2619 -0.8542 0.6196 -0.36
C -1.7283 0.1075 0.4515 -0.15
C 0.7854 0.1633 0.2099 1.24
C -2.5898 -0.0127 -0.7589 -0.95
C 1.3155 0.1418 -1.2129 -1.21
C 2.0844 0.0874 1.1410 -1.44
O -0.1411 -1.8863 1.2231 -0.52
S -0.5325 1.4808 0.4666 -0.21
H -2.1739 0.0630 1.3715 0.59
H -2.0698 -0.6391 -1.5623 0.25
H -2.6774 1.0825 -1.1394 0.26
H -3.4879 -0.5707 -0.4886 0.34
H 2.1322 -0.4629 -1.1132 0.44
H 1.5293 1.2603 -1.5260 0.28
H 0.5929 -0.1921 -2.0017 0.31
H 1.8498 -0.0162 2.2039 0.38
H 2.7097 1.0026 1.2198 0.36
H 2.6634 -0.7549 0.8963 0.39
```

Calculated values
Gap between HOMO and LUMO = 9.8 eV
LUMO energy = 0.02846 Ha
Total charge = 0


Version b
The following is a quantum chemistry calculation of a single C6H10OS molecule, from OMol25.

```
18
Properties=species:S:1:pos:R:3:mulliken_charge:R:1
C 0.1594 2.0635 -0.2427 -1.00
C -0.0437 0.8585 0.7587 0.27
C 1.3112 0.0280 0.7042 -1.04
C 0.2996 -1.8015 -0.7537 -0.64
C -1.1446 -1.1335 -0.6030 -0.26
C -1.3027 0.0263 0.2705 -0.19
H 0.8506 1.6491 -1.0033 0.32
H -0.8718 2.3872 -0.7360 0.31
H 0.5749 3.1580 0.3191 0.23
H -0.3997 0.8370 1.7812 0.37
H 1.2631 -0.8590 1.3252 0.41
H 1.9856 0.7667 1.0797 0.42
H 0.3961 -2.7522 -1.6508 0.28
H 0.5645 -2.5368 0.1679 0.27
H -1.8626 -1.4319 -1.2956 0.47
H -2.2620 0.6276 -0.0299 0.38
O -1.1692 -1.3093 0.8515 -0.46
S 1.6514 -0.5777 -0.9430 -0.12
```

Calculated values
Gap between HOMO and LUMO = 9.5 eV
LUMO energy = 0.03090 Ha
Total charge = 0
SMILES string = C[C@@H]1CSC[C@H]2O[C@@H]12


Computed energies relative to the best structure, in kJ/mol: version a 0.0; version b 261.7


Version a
The following is a quantum chemistry calculation of a molecular structure, C6H10OS, from OMol25.

```
18
Properties=species:S:1:pos:R:3:mulliken_charge:R:1
C -0.5043 -0.2902 -0.6151 -0.04
C 0.2832 -1.5929 -0.3055 -0.95
C 1.5616 -0.9767 0.2801 -0.26
C 1.8088 0.2201 -0.6853 -0.59
C 0.5079 0.7330 -0.0621 0.22
C 0.9779 0.0643 1.2536 -0.69
H -2.6902 0.6386 -0.6953 0.15
H -0.6367 -0.1571 -1.7014 0.32
H -0.2225 -2.2475 0.4312 0.35
H 0.4696 -2.2299 -1.2025 0.27
H 2.3296 -1.6915 0.5495 0.44
H 1.8530 0.0124 -1.7391 0.30
H 2.6698 0.8152 -0.3578 0.32
H -0.6023 2.1775 0.3705 0.36
H 1.7376 0.6752 1.7191 0.33
H 0.2177 -0.2395 1.9920 0.26
O 0.1785 2.0765 -0.1719 -0.56
S -2.1477 -0.2069 0.1759 -0.22
```

Calculated values
Gap between HOMO and LUMO = 10.0 eV
LUMO energy = 0.02742 Ha
Total charge = 0


Version b
The following is a quantum chemistry calculation of a molecular structure, C6H10OS, from OMol25.

```
18
Properties=species:S:1:pos:R:3:mulliken_charge:R:1
C 1.7009 1.2675 -0.0006 -1.42
C 0.7039 0.1624 -0.0330 0.72
C -0.0482 -0.1728 1.2599 -0.62
C -1.0442 -1.2627 0.7668 -0.74
C -0.6649 -1.3402 -0.7042 -0.14
C -0.4571 0.1413 -1.0717 -0.53
H 2.4859 1.0687 0.7128 0.38
H 2.1932 1.4103 -0.9729 0.36
H 1.2030 2.2153 0.3079 0.32
H -0.5813 0.7090 1.6343 0.23
H 0.6439 -0.5534 2.0271 0.33
H -2.0966 -0.9407 0.8976 0.28
H -0.9015 -2.2081 1.2759 0.32
H -1.2180 -2.0038 -1.3509 0.51
H -0.0947 0.2649 -2.0977 0.42
H -1.4273 1.8100 -1.1662 0.34
O -1.5736 0.9450 -0.7984 -0.54
S 1.1768 -1.5127 -0.6868 -0.24
```

Calculated values
Gap between HOMO and LUMO = 9.4 eV
LUMO energy = 0.02643 Ha
Total charge = 0


Computed energies relative to the best structure, in kJ/mol: version a 31.3; version b 0.0


Version a
The following is a quantum chemistry calculation of a single C4H5N3O3 molecule, from OMol25.

```
15
Properties=species:S:1:pos:R:3:mulliken_charge:R:1
C 2.8504 -0.8659 1.5763 0.36
C 2.5756 1.3537 2.0919 0.36
C -0.3130 0.6782 -0.4450 0.83
C -1.5717 -0.0886 -0.7402 -1.03
N 2.9840 0.0002 2.3996 -0.35
N 2.0852 1.4025 0.8207 0.08
N 2.0148 0.3392 0.0000 -0.61
O 2.7247 2.2669 2.8418 -0.51
O -0.2102 1.8782 -0.4515 -0.59
O 0.6778 -0.1718 -0.1534 -0.12
H 3.0027 -1.8832 1.3300 0.38
H -2.3918 0.6115 -0.8709 0.33
H -1.4300 -0.6714 -1.6479 0.28
H -1.7833 -0.7729 0.0772 0.29
H 1.5944 2.2499 0.5306 0.29
```

Calculated values
Gap between HOMO and LUMO (alpha / beta) = 8.8 / 8.8 eV
LUMO energy (alpha / beta) = -0.00564 / -0.00564 Ha
Total charge = 0


Version b
The following is a quantum chemistry calculation of 2 unconnected molecules or ions with the total composition C4H5N3O3, from OMol25.

```
15
Properties=species:S:1:pos:R:3:mulliken_charge:R:1
C -0.3338 -2.2877 0.5140 -0.57
C 0.0130 -0.9542 0.3268 -0.10
C -1.3770 -1.6291 -1.2170 -0.03
C 0.4588 2.0285 1.0288 0.59
N -1.0919 -2.6818 -0.4803 -0.57
N -0.7396 -0.5321 -0.7298 0.27
N 1.4704 2.1739 0.4157 -0.08
O -0.6228 1.7538 1.4100 -0.46
O 2.7420 2.5763 0.7542 -0.39
O -0.8462 0.8037 -1.0571 -0.43
H 0.1605 -3.0084 1.1346 0.38
H 0.6834 -0.3059 0.8813 0.31
H -2.1237 -1.7549 -2.0670 0.34
H -1.7008 1.0906 -0.8075 0.35
H 3.3077 2.7274 -0.1065 0.38
```

Calculated values
Gap between HOMO and LUMO = 8.7 eV
LUMO energy = 0.00129 Ha
Total charge = 0
SMILES string = On1ccnc1.O=C=NO


Computed energies relative to the best structure, in kJ/mol: version a 0.0; version b 95.9